This record from the Open Molecules 2025 dataset describes a structure of composition C2H2INO3 at a distorted geometry. The level of theory is the ωB97M-V functional and the def2-TZVPD basis.

Structure (XYZ):
```
9
Properties=species:S:1:pos:R:3:forces:R:3:nbo_charge:R:1
C -1.7059 -2.8133 2.1061 -2.118 1.066 1.011 0.45
C -0.4450 -0.1123 0.0346 1.827 -2.111 2.682 -0.25
N -0.5285 -1.4245 -0.1408 -2.581 5.206 -3.744 0.34
O -1.2274 -1.9112 -1.0753 0.394 0.008 0.359 -0.51
O -2.6557 -2.2821 1.7647 1.093 -0.560 0.369 -0.51
O 0.1239 -2.2466 0.6162 1.475 -1.012 1.417 -0.49
I -0.4267 -4.0593 0.0994 0.851 -2.570 -0.701 0.54
H 0.1299 0.1168 0.9578 -0.475 0.239 -1.001 0.20
H -0.8173 0.6260 -0.6368 -0.465 -0.267 -0.391 0.23
```
Positions in Å, forces in eV/Å.

Summary:
**Relative energy (zero: lowest compared OMol25 entry of this formula, charge and spin)**: 6.305 eV
**Frontier orbital gap**: 8.092 eV
**Highest occupied orbital energy**: -9.07 eV